This record from the Open Molecules 2025 dataset describes a single C4H2O2 molecule in a non-equilibrium geometry. The level of theory is ωB97M-V/def2-TZVPD.

## Properties
LUMO level (alpha / beta) in eV: -1.786 / -1.785
Gap between HOMO and LUMO (alpha / beta) in eV: 8.9375 / 8.9397
Total energy in Ha: -303.87807
SMILES: O=C1C#CCO1
Max |F| in eV/A: 6.0
ΔE to the lowest compared entry with this formula, charge and spin in kJ/mol: 345.9

The geometry in ORCA input format:
```
! wB97M-V def2-TZVPD RIJCOSX def2/J DEFGRID3
* xyz 0 1
C -0.6968 1.0964 0.0472
C 0.5343 1.3493 -0.0105
C -1.4893 -0.0885 0.0466
C 1.0273 -0.0278 -0.0403
O -2.5300 -0.5333 -0.0508
O -0.0999 -0.9774 0.0450
H 1.4817 -0.3984 -0.8796
H 1.7727 -0.4202 0.8424
*
```



This record from the Open Molecules 2025 dataset describes a single C4H2O2 molecule. The level of theory is ωB97M-V/def2-TZVPD.

## Properties
LUMO level (alpha / beta) in eV: -1.414 / -1.414
Gap between HOMO and LUMO (alpha / beta) in eV: 7.5867 / 7.5860
Total energy in Ha: -303.89966
SMILES: O=C=C=C=CO
Max |F| in eV/A: 0.8
ΔE to the lowest compared entry with this formula, charge and spin in kJ/mol: 289.2

The geometry in ORCA input format:
```
! wB97M-V def2-TZVPD RIJCOSX def2/J DEFGRID3
* xyz 0 1
O -2.5720 -0.5679 0.6298
C -1.5019 -0.1462 0.3512
C -0.8394 0.9026 -0.3482
C 0.3709 1.0997 -0.6979
C 1.3419 0.1758 -0.2206
O 0.9881 -1.0197 -0.0106
H -0.1541 -0.9006 0.2681
H 2.3664 0.4563 0.0283
*
```